C3H6N2O | ωB97M-V/def2-TZVPD

XYZ file:
```
12
Properties=species:S:1:pos:R:3:forces:R:3:mulliken_charge:R:1
C 1.1858 -1.1857 -0.1812 0.0 0.1 -0.1 -0.82
C -0.7376 1.9148 -0.2589 0.0 0.0 -0.1 0.64
N -0.7577 1.6123 -1.4482 0.0 0.2 0.6 -0.65
N -0.5716 2.2801 0.8994 0.0 -0.1 -0.5 -0.55
C -0.0869 -1.4080 0.5856 -0.3 0.1 -0.1 0.15
O -1.1632 -0.9588 0.2597 0.5 -0.2 0.1 -0.49
H 1.0862 -0.3243 -0.8460 0.0 -0.1 0.1 0.21
H 1.3902 -2.0804 -0.7836 0.0 0.1 0.1 0.29
H 2.0344 -1.0461 0.4948 -0.1 0.0 0.0 0.29
H -0.9913 0.6371 -1.6150 0.0 0.0 0.0 0.34
H -1.3854 2.6075 1.4053 0.0 0.0 0.0 0.26
H -0.0029 -2.0486 1.4881 -0.1 0.1 -0.1 0.34
```
Positions in Å, forces in eV/Å.

The SMILES is N=C=N.CC=O. The calculation puts the HOMO-LUMO gap at 11.13 eV. The calculation puts the HOMO energy at -0.373 Ha. For the largest force on an atom, the calculation gives 0.65 eV/Å. For the energy above the lowest of the compared OMol25 structures with the same formula, charge and spin, the calculation gives 1.730 eV.